Entry one
The following is a quantum chemistry calculation of an isolated ion of composition C3H10N3O and charge +1, from OMol25.

Kohn-Sham gap in eV: 10.1
HOMO in eV: -13.8
Net charge: +1
LUMO level in eV: -3.610

Cartesian coordinates (Å):
C  -2.197  1.103  -0.108
N  -2.005  -0.217  0.478
C  -0.946  -0.958  0.269
N  0.171  -0.585  -0.311
C  1.463  -1.203  -0.254
O  2.410  -0.516  0.702
N  2.768  0.681  -0.038
H  -2.117  1.818  0.579
H  -1.465  1.198  -0.989
H  -3.209  1.263  -0.454
H  -2.707  -0.818  0.855
H  -0.867  -1.891  0.752
H  0.336  0.306  -0.761
H  1.504  -2.126  0.275
H  2.057  -1.315  -1.263
H  3.766  0.906  0.010
H  2.352  1.500  0.449


Entry two
The following is a quantum chemistry calculation of a 2-piece molecular cluster, C3H10N3O overall, from OMol25.

Kohn-Sham gap in eV: 8.3
HOMO in eV: -12.5
Net charge: +1
LUMO level in eV: -4.229

Cartesian coordinates (Å):
C  -1.751  -0.423  0.418
C  1.935  1.169  -0.364
C  2.507  -0.647  -1.773
N  -3.529  -0.993  1.936
N  -2.539  -0.115  1.481
N  1.603  0.061  -0.899
O  -0.805  0.324  0.006
H  -2.000  -1.339  0.042
H  1.136  1.773  0.032
H  3.296  0.112  -1.804
H  2.759  -1.623  -1.457
H  1.851  -0.760  -2.654
H  -3.346  -1.950  1.756
H  -3.478  -1.078  2.975
H  -2.701  0.745  2.038
H  2.998  1.400  -0.351
H  0.633  -0.184  -0.715


Bottom line: entry two, by a margin of 0.0171 hartree.


Entry one
The following is a quantum chemistry calculation of an isolated ion of composition C3H10N3O and charge +1, from OMol25.

Kohn-Sham gap in eV: 11.7
HOMO in eV: -14.6
Net charge: +1
LUMO level in eV: -2.997

Cartesian coordinates (Å):
C  0.300  -1.286  0.928
C  -0.263  -0.506  -0.200
N  -1.661  -0.263  -0.145
O  0.226  -0.766  -1.465
C  0.448  0.872  -0.110
N  -0.170  1.799  0.566
N  1.566  1.081  -0.702
H  1.055  -1.910  0.610
H  -0.573  -1.859  1.439
H  0.533  -0.585  1.747
H  -2.036  -0.825  0.713
H  -2.144  -0.712  -0.926
H  -0.316  -1.499  -1.944
H  -1.013  1.489  1.015
H  0.335  2.668  0.728
H  1.996  1.995  -0.905
H  1.715  0.306  -1.349


Entry two
The following is a quantum chemistry calculation of a 2-piece molecular cluster, C3H10N3O overall, from OMol25.

Kohn-Sham gap in eV: 11.5
HOMO in eV: -14.5
Net charge: +1
LUMO level in eV: -3.052

Cartesian coordinates (Å):
N  2.097  0.232  -0.426
C  1.061  0.494  -1.334
N  0.881  1.791  -1.668
O  0.344  -0.403  -1.739
H  2.681  -0.558  -0.657
H  2.712  1.026  -0.308
H  1.288  2.515  -1.092
H  0.003  2.034  -2.104
C  -1.366  -0.515  1.537
C  -2.564  -0.515  0.990
N  -0.208  -1.118  0.850
H  -1.051  -0.078  2.473
H  -3.376  -0.081  1.552
H  -2.753  -0.917  0.003
H  -0.037  -2.045  1.242
H  -0.406  -1.267  -0.160
H  0.692  -0.594  0.844


Entry three
The following is a quantum chemistry calculation of a 2-piece molecular cluster, C3H10N3O overall, from OMol25.

Kohn-Sham gap in eV: 9.3
HOMO in eV: -14.0
Net charge: +1
LUMO level in eV: -4.703

Cartesian coordinates (Å):
C  1.836  1.111  0.922
C  1.942  -1.167  0.196
N  1.327  -0.059  0.206
H  0.985  1.585  1.415
H  2.183  1.848  0.200
H  2.579  0.829  1.652
H  2.847  -1.269  0.784
H  1.595  -2.002  -0.394
H  0.381  0.062  -0.281
N  -2.269  -0.925  0.280
C  -2.214  0.254  -0.411
N  -1.058  0.378  -1.255
O  -2.980  1.161  -0.271
H  -3.167  -1.091  0.723
H  -1.819  -1.743  -0.108
H  -1.101  -0.291  -2.011
H  -1.069  1.320  -1.647


Bottom line: entry two, by a margin of 0.0116 hartree.


Entry one
The following is a quantum chemistry calculation of a 2-piece molecular cluster, C8H14NO overall, from OMol25.

Kohn-Sham gap in eV: 8.8
HOMO in eV: -12.1
Net charge: +1
LUMO level in eV: -3.345

Cartesian coordinates (Å):
C  -0.153  2.131  -1.161
N  0.896  1.142  -1.495
H  0.622  0.170  -1.388
H  1.209  1.288  -2.455
H  1.754  1.211  -0.945
H  0.286  3.057  -0.795
H  -0.847  1.718  -0.450
H  -0.668  2.407  -2.070
C  -0.363  -2.294  -1.285
C  0.029  0.369  2.073
C  -1.196  0.197  1.444
C  1.115  -0.366  1.626
C  -1.299  -0.629  0.329
C  0.948  -1.349  0.659
C  -0.221  -1.407  -0.094
O  0.208  1.166  3.153
H  -0.638  1.527  3.447
H  -2.080  0.707  1.801
H  2.057  -0.235  2.108
H  -2.254  -0.850  -0.129
H  1.721  -2.082  0.508
H  -0.249  -3.368  -1.058
H  0.439  -2.222  -2.012
H  -1.315  -2.290  -1.809


Entry two
The following is a quantum chemistry calculation of a 2-piece molecular cluster, C8H14NO overall, from OMol25.

Kohn-Sham gap in eV: 8.4
HOMO in eV: -11.9
Net charge: +1
LUMO level in eV: -3.480

Cartesian coordinates (Å):
C  -0.880  2.381  -2.345
N  -0.340  2.647  -0.979
H  0.548  2.153  -0.824
H  -0.210  3.659  -0.936
H  -1.012  2.376  -0.233
H  -0.167  2.780  -3.070
H  -1.777  2.968  -2.512
H  -0.932  1.337  -2.636
C  1.278  -3.373  0.093
C  -0.450  0.302  1.301
C  -1.183  -0.487  0.470
C  0.704  -0.179  1.959
C  -0.639  -1.735  0.044
C  1.182  -1.399  1.622
C  0.540  -2.158  0.592
O  -0.821  1.637  1.462
H  -0.175  2.115  1.999
H  -2.130  -0.167  0.050
H  1.204  0.457  2.681
H  -1.151  -2.268  -0.743
H  2.065  -1.831  2.069
H  0.677  -4.290  0.029
H  2.015  -3.701  0.825
H  1.651  -3.224  -0.919


Bottom line: entry one, by a margin of 0.0038 hartree.


Entry one
The following is a quantum chemistry calculation of one molecule with the formula CH3Br2N, from OMol25.

Kohn-Sham gap in eV: 8.4
HOMO in eV: -9.3
Net charge: 0
LUMO level in eV: -0.895

Cartesian coordinates (Å):
C  0.725  -0.002  -0.063
N  -0.734  -0.114  -0.461
Br  -1.605  -1.736  0.143
Br  -1.706  1.511  0.040
H  1.171  0.937  -0.578
H  0.763  0.352  0.918
H  1.386  -0.948  0.000


Entry two
The following is a quantum chemistry calculation of a 2-piece molecular cluster, CH3Br2N overall, from OMol25.

Kohn-Sham gap (spin up / spin down) in eV: 6.9 / 8.6
HOMO (spin up / spin down) in eV: -9.7 / -10.0
Net charge: 0
LUMO level (spin up / spin down) in eV: -2.750 / -1.458

Cartesian coordinates (Å):
C  -0.247  0.236  0.013
N  -1.398  0.710  -0.557
Br  -3.177  -1.359  -0.202
Br  -2.191  2.054  0.239
H  0.298  0.963  0.502
H  -0.449  -0.545  0.774
H  0.335  -0.175  -0.801


Bottom line: entry one, by a margin of 0.0322 hartree.


Entry one
The following is a quantum chemistry calculation of a 2-piece molecular cluster, C2H9OS overall, from OMol25.

Kohn-Sham gap in eV: 12.7
HOMO in eV: -16.1
Net charge: +1
LUMO level in eV: -3.353

Cartesian coordinates (Å):
O  2.152  -1.139  0.969
H  2.844  -1.478  0.387
H  2.576  -1.105  1.841
H  0.600  -0.574  -0.069
C  -0.874  1.146  0.952
S  -0.131  0.450  -0.546
C  -1.509  -0.597  -1.168
H  -1.861  1.480  0.657
H  -0.901  0.428  1.773
H  -0.250  1.984  1.212
H  -1.760  -1.315  -0.386
H  -1.133  -1.137  -2.021
H  -2.324  0.071  -1.408


Entry two
The following is a quantum chemistry calculation of a 3-piece molecular cluster, C2H9OS overall, from OMol25.

Kohn-Sham gap in eV: 8.1
HOMO in eV: -15.3
Net charge: +1
LUMO level in eV: -7.152

Cartesian coordinates (Å):
O  1.165  -0.792  -0.615
H  1.851  -1.088  0.072
H  2.785  2.166  0.240
H  1.736  -0.111  -0.981
C  -1.232  0.086  0.922
C  -1.871  -0.630  -0.173
S  -1.600  -0.171  -1.808
H  -1.955  0.438  1.714
H  -0.401  -0.544  1.234
H  -0.828  1.012  0.441
H  3.140  1.661  0.648
H  -2.554  -1.441  0.004
H  -0.237  -0.586  -1.696


Entry three
The following is a quantum chemistry calculation of a 3-piece molecular cluster, C2H9OS overall, from OMol25.

Kohn-Sham gap in eV: 10.5
HOMO in eV: -16.5
Net charge: +1
LUMO level in eV: -6.044

Cartesian coordinates (Å):
O  0.568  1.290  -0.986
H  0.160  2.103  -1.329
H  -1.169  3.489  1.038
H  1.408  1.558  -0.586
C  0.321  -1.359  0.898
C  -0.485  -2.037  -0.149
S  -0.862  -1.451  -1.608
H  0.227  -0.287  0.860
H  0.020  -1.751  1.882
H  1.369  -1.643  0.722
H  -0.523  3.341  0.705
H  -0.829  -3.022  0.127
H  -0.204  -0.232  -1.575


Entry four
The following is a quantum chemistry calculation of a 5-piece molecular cluster, C2H9OS overall, from OMol25.

Kohn-Sham gap in eV: 6.4
HOMO in eV: -14.3
Net charge: +1
LUMO level in eV: -7.845

Cartesian coordinates (Å):
O  -1.464  -1.197  0.112
H  -1.310  -1.227  1.062
H  -0.863  -1.797  3.802
H  -1.477  -1.951  -0.516
C  1.554  0.774  -1.092
C  0.104  1.030  -0.801
S  -0.919  1.473  -2.033
H  1.860  -0.267  -0.889
H  2.071  1.531  -0.414
H  1.612  1.071  -2.140
H  -0.835  -1.245  3.293
H  0.089  2.143  0.200
H  -0.422  -0.337  -0.583


Bottom line: entry one, by a margin of 0.0590 hartree.


Entry one
The following is a quantum chemistry calculation of C4H9IN as an isolated structure, from OMol25.

Spin multiplicity: 3
Kohn-Sham gap (spin up / spin down) in eV: 8.7 / 6.6
HOMO (spin up / spin down) in eV: -12.3 / -13.6
Net charge: +1
LUMO level (spin up / spin down) in eV: -3.595 / -7.022

Cartesian coordinates (Å):
C  0.449  -0.945  -1.048
C  -0.031  -0.784  0.420
C  0.750  0.254  -0.226
C  -1.573  -0.608  0.623
N  0.422  1.647  -0.186
I  3.490  0.030  0.686
H  1.312  -1.653  -1.240
H  -0.356  -1.069  -1.798
H  0.597  -1.405  1.060
H  -1.830  -0.280  -0.408
H  -1.748  0.258  1.414
H  -2.132  -1.451  1.048
H  0.483  2.209  -0.995
H  0.805  2.167  0.589
H  -0.637  1.630  0.063


Entry two
The following is a quantum chemistry calculation of an isolated ion of composition C4H9IN and charge +1, from OMol25.

Spin multiplicity: 3
Kohn-Sham gap (spin up / spin down) in eV: 6.2 / 6.7
HOMO (spin up / spin down) in eV: -9.9 / -13.6
Net charge: +1
LUMO level (spin up / spin down) in eV: -3.680 / -6.924

Cartesian coordinates (Å):
C  -2.129  0.845  -0.318
C  -1.096  0.326  0.325
C  1.497  0.936  0.199
C  0.104  -0.190  -0.344
N  0.412  -1.590  0.017
I  3.317  0.110  -0.424
H  -2.968  1.152  0.205
H  -2.360  1.163  -1.262
H  -1.037  0.140  1.446
H  1.164  1.860  -0.214
H  1.622  1.050  1.317
H  -0.011  0.061  -1.425
H  -0.099  -1.669  0.902
H  1.477  -1.680  0.173
H  0.107  -2.513  -0.598


Bottom line: entry one, by a margin of 0.0838 hartree.


Entry one
The following is a quantum chemistry calculation of a 3-piece molecular cluster, C3H11NO3 overall, from OMol25.

Kohn-Sham gap in eV: 10.0
HOMO in eV: -9.3
Net charge: 0
LUMO level in eV: 0.644

Cartesian coordinates (Å):
C  0.688  -1.440  -0.639
N  1.657  -0.506  -1.459
C  0.909  0.643  -1.982
C  1.176  1.893  -1.147
O  0.261  2.603  -0.710
H  -0.261  -1.557  -1.044
H  0.992  -2.588  -0.665
H  0.693  -1.020  0.293
H  2.167  -0.953  -2.332
H  -0.255  0.437  -2.261
H  1.424  1.016  -3.026
H  2.276  1.787  -0.681
O  -0.553  2.733  4.398
H  -0.434  2.042  5.010
H  -0.026  3.480  4.433
O  -3.697  -2.711  0.252
H  -3.351  -3.713  0.567
H  -3.668  -2.144  0.992


Entry two
The following is a quantum chemistry calculation of a 3-piece molecular cluster, C3H11NO3 overall, from OMol25.

Kohn-Sham gap in eV: 10.8
HOMO in eV: -10.1
Net charge: 0
LUMO level in eV: 0.739

Cartesian coordinates (Å):
C  -1.259  -2.002  -0.776
C  -0.297  -0.990  -0.143
C  -0.905  0.370  0.168
N  -2.064  0.660  -0.682
O  -0.328  1.302  0.763
H  -2.261  -2.037  -0.331
H  -0.876  -3.046  -0.781
H  -1.350  -1.607  -1.737
H  0.026  -1.393  0.828
H  0.663  -0.768  -0.693
H  -2.433  -0.067  -1.328
H  -2.595  1.526  -0.559
O  2.837  0.366  -0.886
H  3.142  0.657  0.001
H  3.277  1.015  -1.406
O  1.561  1.712  2.815
H  1.694  2.670  2.871
H  1.167  1.631  1.876


Entry three
The following is a quantum chemistry calculation of a 3-piece molecular cluster, C3H11NO3 overall, from OMol25.

Kohn-Sham gap in eV: 9.9
HOMO in eV: -9.4
Net charge: 0
LUMO level in eV: 0.555

Cartesian coordinates (Å):
C  0.779  0.189  1.219
N  -0.619  -0.018  0.938
C  -1.058  -1.356  0.660
C  -1.446  0.986  1.297
O  -1.026  2.047  1.811
H  1.168  0.351  0.119
H  1.423  -0.573  1.622
H  0.915  1.137  1.969
H  -0.751  -1.878  1.626
H  -0.585  -1.904  -0.177
H  -2.154  -1.371  0.548
H  -2.493  0.827  1.198
O  1.709  -1.446  -2.268
H  1.986  -1.114  -3.154
H  0.927  -0.958  -2.007
O  0.161  1.446  -1.907
H  0.292  1.742  -1.023
H  0.772  1.892  -2.469


Bottom line: entry two, by a margin of 0.0345 hartree.